a.
The following is a DFT calculation (wB97M-V/def2-TZVPD) of H22O11 as an isolated structure.

## Properties
Total charge ... 0

CARTESIAN COORDINATES (ANGSTROEM)
O  1.02  1.42  -2.08
H  1.85  0.98  -2.23
H  0.60  0.91  -1.38
O  2.04  -0.65  -0.90
H  2.14  -1.60  -0.82
H  1.85  -0.51  -1.83
O  3.19  0.86  -0.29
H  2.60  0.82  0.46
H  3.03  0.05  -0.77
O  -2.95  0.10  0.54
H  -2.82  1.04  0.59
H  -2.09  -0.25  0.30
O  -1.32  1.43  0.70
H  -1.48  2.18  1.29
H  -0.64  1.73  0.10
O  1.79  1.01  1.28
H  1.18  0.44  0.81
H  1.29  1.34  2.02
O  0.13  -2.59  0.17
H  -0.51  -1.92  0.42
H  -0.34  -3.42  0.26
O  -1.68  -1.55  0.37
H  -2.01  -1.27  1.23
H  -1.95  -2.47  0.30
O  0.20  0.40  -0.41
H  -0.47  -0.13  0.02
H  1.02  -0.04  -0.21
O  -1.68  0.06  -1.77
H  -1.56  0.82  -1.20
H  -1.47  0.38  -2.65
O  -0.02  -0.06  1.75
H  -0.77  0.31  1.29
H  -0.17  0.15  2.67

=====

b.
The following is a DFT calculation (wB97M-V/def2-TZVPD) of a 11-piece molecular cluster, H22O11 overall.

## Properties
Total charge ... 0
SMILES ... O.O.O.O.O.O.O.O.O.O.O

CARTESIAN COORDINATES (ANGSTROEM)
O  0.57  3.14  -2.61
H  0.95  3.66  -3.32
H  1.08  3.37  -1.84
O  -3.22  5.60  -2.52
H  -2.54  4.94  -2.37
H  -3.96  5.10  -2.85
O  -0.45  -1.14  -0.63
H  -0.28  -0.23  -0.87
H  -0.46  -1.14  0.33
O  2.10  -3.54  3.52
H  2.13  -4.11  4.29
H  3.02  -3.44  3.27
O  5.26  1.03  -0.24
H  4.62  1.72  -0.05
H  4.80  0.21  -0.06
O  1.99  3.52  2.14
H  1.62  3.21  2.97
H  2.15  4.46  2.29
O  -3.52  -5.81  -3.03
H  -3.48  -4.87  -3.22
H  -4.13  -6.16  -3.69
O  -1.89  1.92  4.71
H  -2.16  2.75  5.13
H  -2.53  1.79  4.01
O  3.34  -3.47  -1.56
H  3.32  -3.59  -2.51
H  2.46  -3.14  -1.34
O  -2.20  0.81  -6.07
H  -1.52  0.99  -5.42
H  -2.49  -0.08  -5.87
O  -1.68  -2.72  6.09
H  -1.78  -1.77  5.97
H  -1.11  -3.00  5.37

=====

Energies relative to the most stable structure, in hartree: a 0.5512; b 0.0000.

=====

a.
The following is a DFT calculation (wB97M-V/def2-TZVPD) of a 11-piece molecular cluster, H22O11 overall.

## Properties
Total charge ... 0
SMILES ... O.O.O.O.O.O.O.O.O.O.O

CARTESIAN COORDINATES (ANGSTROEM)
O  -1.58  2.56  0.76
H  -1.30  1.64  0.64
H  -1.67  2.65  1.72
O  1.63  -1.16  -2.92
H  2.27  -1.06  -2.19
H  1.94  -0.56  -3.61
O  -0.40  0.00  0.13
H  0.27  0.25  0.78
H  0.07  -0.58  -0.49
O  -3.10  0.25  -1.25
H  -2.74  -0.63  -1.40
H  -2.40  0.84  -1.53
O  -0.57  0.40  4.19
H  -0.27  -0.12  4.94
H  0.14  0.32  3.53
O  -2.68  -2.70  -1.14
H  -3.11  -3.45  -1.55
H  -1.75  -2.77  -1.40
O  -1.07  -0.39  -3.37
H  -0.14  -0.66  -3.31
H  -1.46  -0.99  -4.02
O  2.87  1.73  0.18
H  3.43  2.38  0.60
H  2.45  2.20  -0.56
O  1.51  0.44  2.35
H  1.83  1.06  1.68
H  2.24  0.36  2.98
O  -2.84  -0.03  2.45
H  -2.57  -0.14  1.53
H  -2.05  -0.17  3.00
O  3.46  -0.87  -0.92
H  4.41  -0.82  -1.06
H  3.17  0.04  -0.75

=====

b.
The following is a DFT calculation (wB97M-V/def2-TZVPD) of a 11-piece molecular cluster, H22O11 overall.

## Properties
Total charge ... 0
SMILES ... O.O.O.O.O.O.O.O.O.O.O

CARTESIAN COORDINATES (ANGSTROEM)
O  -25.96  -3.16  -18.26
H  -25.08  -3.33  -18.61
H  -26.38  -4.02  -18.23
O  -32.41  -4.54  -17.01
H  -31.61  -5.02  -17.22
H  -33.05  -5.23  -16.80
O  -21.50  -2.58  -19.66
H  -21.15  -3.47  -19.66
H  -20.90  -2.09  -19.09
O  -28.54  -7.29  -18.25
H  -27.91  -7.39  -17.54
H  -28.27  -7.94  -18.90
O  -29.46  -0.70  -17.68
H  -28.69  -1.27  -17.71
H  -30.11  -1.21  -17.19
O  -22.80  -7.31  -18.72
H  -22.75  -7.00  -17.81
H  -23.33  -8.10  -18.68
O  -22.78  -6.06  -23.44
H  -22.86  -6.14  -22.49
H  -21.85  -6.21  -23.62
O  -25.66  -8.12  -14.87
H  -25.76  -7.70  -14.01
H  -25.72  -9.06  -14.69
O  -29.63  -0.65  -22.50
H  -29.25  -0.65  -21.62
H  -29.07  -0.06  -23.01
O  -25.64  1.84  -15.76
H  -26.00  1.07  -16.19
H  -26.27  2.06  -15.07
O  -22.53  0.60  -22.94
H  -22.57  -0.13  -22.32
H  -22.66  0.19  -23.79

=====

c.
The following is a DFT calculation (wB97M-V/def2-TZVPD) of a 11-piece molecular cluster, H22O11 overall.

## Properties
Total charge ... 0
SMILES ... O.O.O.O.O.O.O.O.O.O.O

CARTESIAN COORDINATES (ANGSTROEM)
O  0.84  5.50  0.41
H  0.47  5.91  1.19
H  0.35  4.68  0.31
O  1.47  1.05  -4.73
H  0.95  1.02  -3.92
H  0.96  1.60  -5.32
O  -2.64  2.61  1.49
H  -2.99  3.49  1.58
H  -3.21  2.06  2.03
O  4.09  3.02  -0.58
H  3.24  3.09  -0.14
H  3.99  3.54  -1.38
O  -4.57  -1.60  0.17
H  -4.98  -1.81  1.00
H  -5.26  -1.70  -0.48
O  -1.60  -6.02  -1.89
H  -0.79  -5.53  -1.75
H  -1.89  -6.25  -1.01
O  -1.78  -2.61  3.13
H  -1.70  -1.99  2.40
H  -1.62  -2.07  3.91
O  4.42  -1.50  -1.77
H  4.19  -0.58  -1.91
H  4.09  -1.95  -2.55
O  1.44  -4.12  0.09
H  1.20  -3.95  1.00
H  1.94  -3.36  -0.18
O  0.72  2.38  3.81
H  -0.11  2.64  3.43
H  0.51  2.19  4.73
O  -0.19  0.14  -1.09
H  -0.78  -0.51  -1.46
H  -0.74  0.64  -0.48

=====

Energies relative to the most stable structure, in hartree: a 0.0000; b 0.0451; c 0.0411.

=====

a.
The following is a DFT calculation (wB97M-V/def2-TZVPD) of H22O11 as an isolated structure.

## Properties
Total charge ... 0

CARTESIAN COORDINATES (ANGSTROEM)
H  -1.85  0.20  0.57
H  -0.41  0.23  0.24
H  4.20  -1.54  2.12
H  4.16  -1.25  0.76
H  -0.84  0.85  -2.08
H  -2.40  0.52  -1.77
H  1.83  2.13  -0.86
H  1.48  2.34  -2.24
H  -4.67  0.36  1.30
H  -5.18  0.56  -0.05
H  0.10  -3.11  -0.23
H  1.20  -2.76  0.89
H  1.55  -1.96  3.47
H  0.52  -1.13  2.83
H  4.39  3.02  -0.87
H  3.47  2.01  -0.39
H  0.09  -3.02  -3.21
H  1.23  -3.28  -2.21
H  -3.64  -1.59  -0.10
H  -2.23  -2.03  -0.15
H  -1.05  5.07  1.38
H  -1.68  4.11  0.56
O  -1.01  0.13  0.99
O  3.54  -1.42  1.43
O  -1.54  0.72  -1.39
O  1.89  2.77  -1.49
O  -4.81  -0.19  0.51
O  1.05  -2.91  -0.07
O  1.28  -1.70  2.63
O  3.51  2.83  -0.95
O  0.48  -2.75  -2.35
O  -2.96  -1.65  -0.74
O  -1.70  4.45  1.48

=====

b.
The following is a DFT calculation (wB97M-V/def2-TZVPD) of a 11-piece molecular cluster, H22O11 overall.

## Properties
Total charge ... 0
SMILES ... O.O.O.O.O.O.O.O.O.O.O

CARTESIAN COORDINATES (ANGSTROEM)
O  -12.19  5.31  -4.59
H  -11.52  5.98  -4.45
H  -12.37  4.97  -3.72
O  -14.12  5.42  -6.60
H  -13.42  5.40  -5.95
H  -14.69  4.68  -6.38
O  -11.35  8.36  -6.32
H  -12.24  8.05  -6.42
H  -11.00  8.40  -7.21
O  -12.93  8.43  -3.18
H  -13.15  7.60  -2.76
H  -12.46  8.19  -3.97
O  -9.49  10.94  -5.95
H  -9.70  10.04  -5.70
H  -8.64  10.89  -6.38
O  -9.48  6.95  -9.33
H  -9.70  6.15  -8.87
H  -8.59  6.82  -9.64
O  -11.20  5.20  -7.29
H  -11.70  5.27  -6.48
H  -11.47  4.36  -7.66
O  -10.88  9.36  -9.27
H  -10.39  8.55  -9.18
H  -10.55  9.75  -10.08
O  -15.58  7.96  -6.29
H  -14.99  7.20  -6.27
H  -15.63  8.18  -7.22
O  -11.57  11.67  -7.98
H  -11.19  11.47  -7.12
H  -11.39  10.89  -8.51
O  -10.16  6.98  -4.19
H  -9.51  7.55  -3.77
H  -10.47  7.49  -4.94

=====

Energies relative to the most stable structure, in hartree: a 0.2224; b 0.0000.

=====

a.
The following is a DFT calculation (wB97M-V/def2-TZVPD) of a 2-piece molecular cluster, C3H9N2O3 overall.

## Properties
Total charge ... -1

CARTESIAN COORDINATES (ANGSTROEM)
N  -0.84  -0.31  -4.08
C  -0.56  -0.30  -2.70
O  -0.37  -1.44  -2.17
O  -0.55  0.82  -2.16
H  -1.04  -1.17  -4.55
H  -1.11  0.56  -4.48
H  0.01  -1.16  -0.61
C  0.30  0.09  0.95
O  0.27  -1.19  0.39
C  0.57  -0.07  2.44
N  0.69  1.26  3.08
H  1.07  0.72  0.49
H  -0.66  0.61  0.82
H  -0.16  -0.73  2.92
H  1.55  -0.55  2.51
H  -0.22  1.70  3.14
H  1.03  1.17  4.03

=====

b.
The following is a DFT calculation (wB97M-V/def2-TZVPD) of a 2-piece molecular cluster, C3H9N2O3 overall.

## Properties
Total charge ... -1

CARTESIAN COORDINATES (ANGSTROEM)
O  0.78  0.77  -2.12
C  0.72  0.50  -0.90
N  0.27  -0.61  -0.35
C  -0.62  -1.42  -1.13
O  -1.65  -2.12  -0.41
C  1.30  1.40  0.12
N  0.26  2.29  0.74
H  0.23  -1.32  1.46
H  -0.12  -2.46  -1.42
H  -1.08  -0.96  -2.13
H  1.98  2.15  -0.42
H  1.99  0.86  1.01
H  -0.14  2.89  -0.03
H  -0.49  1.84  1.16
H  -1.06  -0.51  1.99
H  -1.68  -1.84  0.53
O  -0.71  -1.47  1.91

=====

Energies relative to the most stable structure, in hartree: a 0.0000; b 0.0971.

=====

a.
The following is a DFT calculation (wB97M-V/def2-TZVPD) of an isolated ion of composition C5H10N and charge +1.

## Properties
Total charge ... +1
SMILES ... C=C[N+]1(C)CC1

CARTESIAN COORDINATES (ANGSTROEM)
C  -2.33  0.55  0.21
C  -1.23  0.17  -0.47
C  0.89  0.83  0.71
C  1.29  1.01  -0.68
C  0.62  -1.59  0.03
N  0.17  -0.09  -0.10
H  -3.17  0.62  -0.45
H  -2.72  0.57  1.19
H  -1.32  -0.03  -1.51
H  1.69  0.44  1.28
H  0.36  1.56  1.33
H  0.75  1.82  -1.13
H  2.08  0.42  -1.11
H  1.63  -1.74  0.48
H  -0.13  -2.13  0.68
H  0.69  -1.99  -1.02

=====

b.
The following is a DFT calculation (wB97M-V/def2-TZVPD) of an isolated ion of composition C5H10N and charge +1.

## Properties
Total charge ... +1

CARTESIAN COORDINATES (ANGSTROEM)
C  -1.66  0.16  -1.00
C  -0.91  -0.57  -0.22
C  -0.66  -2.03  0.09
C  -0.08  1.36  0.93
C  1.48  0.38  -0.57
N  0.18  0.39  0.01
H  -1.99  1.23  -1.36
H  -1.32  -2.81  -0.34
H  -0.63  -1.94  1.14
H  0.39  -2.24  -0.18
H  -1.08  1.21  1.46
H  0.83  1.34  1.52
H  0.02  2.46  0.61
H  1.39  -0.11  -1.47
H  1.93  1.31  -0.76
H  2.10  -0.14  0.14

=====

c.
The following is a DFT calculation (wB97M-V/def2-TZVPD) of an isolated ion of composition C5H10N and charge +1.

## Properties
Total charge ... +1
SMILES ... C=[NH+]C(=C)CC

CARTESIAN COORDINATES (ANGSTROEM)
C  -1.25  1.34  -1.10
C  -0.98  -0.18  -0.89
C  -0.19  -0.48  0.35
C  -0.76  -1.26  1.35
C  2.08  0.51  -0.09
N  1.20  -0.13  0.60
H  -1.68  1.75  -0.18
H  -1.94  1.58  -1.93
H  -0.33  1.77  -1.34
H  -0.47  -0.67  -1.78
H  -1.93  -0.70  -0.88
H  -1.56  -1.97  1.19
H  -0.29  -1.13  2.35
H  3.12  0.31  0.16
H  1.72  1.22  -0.83
H  1.63  -0.78  1.31

=====

Energies relative to the most stable structure, in hartree: a 0.0371; b 0.1189; c 0.0000.

=====

a.
The following is a DFT calculation (wB97M-V/def2-TZVPD) of a 4-piece molecular cluster, H8O4 overall.

## Properties
Total charge ... 0
SMILES ... O.O.O.O

CARTESIAN COORDINATES (ANGSTROEM)
O  -8.38  20.43  -0.96
H  -8.86  19.98  -1.67
H  -8.32  21.35  -1.25
O  -9.87  17.77  -1.28
H  -9.92  17.23  -2.08
H  -9.58  17.17  -0.59
O  -6.59  18.38  -2.85
H  -7.13  19.09  -3.22
H  -7.22  17.68  -2.63
O  -3.96  17.34  -3.62
H  -4.67  17.70  -3.06
H  -3.14  17.59  -3.17

=====

b.
The following is a DFT calculation (wB97M-V/def2-TZVPD) of a 4-piece molecular cluster, H8O4 overall.

## Properties
Total charge ... 0
SMILES ... O.O.O.O

CARTESIAN COORDINATES (ANGSTROEM)
H  -0.59  -1.83  1.34
H  -1.95  -1.53  0.74
H  -0.16  -0.95  -3.16
H  1.03  -0.08  -2.77
H  1.60  -0.41  -0.42
H  2.07  0.99  -0.79
H  -1.36  2.89  1.47
H  -1.70  3.44  2.85
O  -1.24  -2.19  0.73
O  0.74  -1.00  -2.81
O  2.25  0.26  -0.18
O  -1.62  2.61  2.36

=====

Energies relative to the most stable structure, in hartree: a 0.0000; b 0.0060.

=====

a.
The following is a DFT calculation (wB97M-V/def2-TZVPD) of a 4-piece molecular cluster, H8O4 overall.

## Properties
Total charge ... 0
SMILES ... O.O.O.O

CARTESIAN COORDINATES (ANGSTROEM)
O  -1.57  2.34  1.52
H  -1.53  3.12  0.89
H  -1.01  1.50  1.44
O  0.78  0.48  -2.07
H  0.73  -0.36  -1.71
H  1.68  0.80  -1.83
O  0.61  -1.79  -0.73
H  0.05  -2.40  -1.20
H  1.24  -2.35  -0.50
O  -0.33  -0.03  1.48
H  -0.62  -0.53  0.76
H  -0.04  -0.77  1.94

=====

b.
The following is a DFT calculation (wB97M-V/def2-TZVPD) of a 4-piece molecular cluster, H8O4 overall.

## Properties
Total charge ... 0
SMILES ... O.O.O.O

CARTESIAN COORDINATES (ANGSTROEM)
O  -2.14  6.11  -12.51
H  -2.91  6.64  -12.54
H  -1.85  5.62  -13.29
H  -2.10  -3.15  6.51
O  -1.34  -3.70  6.69
H  -0.69  -3.22  6.19
O  0.65  0.04  -5.80
H  1.32  0.55  -5.32
H  -0.18  0.56  -5.86
O  2.93  -3.14  11.63
H  2.45  -3.16  12.48
H  3.85  -3.16  11.82

=====

Energies relative to the most stable structure, in hartree: a 0.0153; b 0.0000.

=====

a.
The following is a DFT calculation (wB97M-V/def2-TZVPD) of a 4-piece molecular cluster, H8O4 overall.

## Properties
Total charge ... 0
SMILES ... O.O.O.O

CARTESIAN COORDINATES (ANGSTROEM)
H  -1.20  -0.07  0.38
H  -2.52  -0.37  -0.50
H  -0.06  1.48  -0.70
H  1.29  0.66  -0.77
H  0.63  0.67  0.87
H  0.24  -0.01  2.20
H  1.10  -1.59  0.09
H  0.02  -1.04  -0.87
O  -1.68  0.14  -0.50
O  0.95  1.54  -0.55
O  0.28  -0.17  1.23
O  0.97  -1.25  -0.88

=====

b.
The following is a DFT calculation (wB97M-V/def2-TZVPD) of H8O4 as an isolated structure.

## Properties
Total charge ... 0

CARTESIAN COORDINATES (ANGSTROEM)
O  -1.51  1.70  0.78
H  -0.73  1.23  0.50
H  -1.56  1.55  1.72
O  1.18  1.49  -0.81
H  0.63  0.78  -0.49
H  1.42  1.98  -0.03
O  -0.18  -0.08  -0.46
H  -1.11  -0.22  -0.61
H  0.25  -0.87  -0.79
O  0.70  -2.22  0.26
H  -0.23  -2.34  0.06
H  1.13  -3.00  -0.11

=====

Energies relative to the most stable structure, in hartree: a 0.0000; b 0.0733.